1.
Computed, not measured: a structure of composition C3H12InN6O3 in a non-equilibrium geometry, with wB97M-V/def2-TZVPD.

## Properties
HOMO energy in Ha: -0.7692
Total charge: +3
E in eV: -23532.2413
Relative energy (zero: lowest compared OMol25 entry of this formula, charge and spin) in kJ/mol: 83.09
F_max in eV/A: 15.15

Geometry (Å):
O  -0.45  -0.40  1.83
N  2.92  -1.28  1.07
H  -2.25  1.74  -1.97
N  -0.88  -2.47  2.50
H  -0.71  4.38  -2.79
H  1.38  -2.12  -1.46
H  -1.24  -3.39  2.27
H  3.60  -2.03  1.07
N  -1.95  2.69  -2.13
H  0.06  -2.36  2.87
H  2.95  -2.58  -0.63
O  -0.85  2.82  -0.25
H  2.92  -0.54  1.75
H  -2.23  3.23  -2.94
H  0.37  4.56  -1.39
In  0.14  1.27  0.76
H  -2.12  -1.04  0.20
C  -1.03  3.13  -1.34
N  2.03  -2.17  -0.68
N  -1.86  -1.84  0.76
N  -0.39  4.10  -1.87
C  1.94  -1.14  0.12
O  1.11  -0.35  -0.06
H  -2.41  -2.68  0.63
C  -1.04  -1.50  1.69

2.
Computed, not measured: a structure of composition C35H43CeCl2N2O2P3 in a non-equilibrium geometry, with wB97M-V/def2-TZVPD.

## Properties
HOMO energy in Ha: -0.4890
Total charge: +2
E in eV: -109890.8555
Relative energy (zero: lowest compared OMol25 entry of this formula, charge and spin) in kJ/mol: 193.51
F_max in eV/A: 12.27

Geometry (Å):
H  -0.03  -3.87  0.57
O  -1.63  0.11  -1.37
C  5.00  2.26  -2.08
H  -1.33  5.67  -3.66
H  -4.39  -2.69  2.08
H  1.57  2.63  -4.42
H  -1.47  -1.39  -5.68
Cl  -0.15  -1.38  4.60
C  4.80  0.87  -4.03
H  -2.12  -1.92  2.58
C  -1.94  -1.44  0.51
C  -1.00  -0.82  -0.47
H  1.07  0.92  4.81
C  -1.28  4.07  -2.24
Ce  0.22  -0.61  2.30
H  -5.64  -1.53  -0.77
C  -1.71  4.13  6.60
C  1.19  -1.81  -2.92
H  -0.93  0.49  -1.92
H  -2.90  3.71  4.13
C  0.76  3.02  -3.81
H  3.28  2.42  -0.83
C  2.93  1.12  -2.53
H  3.07  -3.92  3.28
Cl  2.40  0.53  2.54
H  2.79  -2.30  3.98
N  -0.54  1.40  3.50
C  0.17  -0.21  0.30
H  -4.38  -0.45  -1.40
H  5.22  0.44  -4.92
C  -4.12  -3.27  1.20
H  -0.59  -1.58  -1.14
H  -3.40  -4.03  1.48
N  -1.11  4.13  7.82
H  0.48  4.74  -5.05
C  3.69  1.97  -1.73
C  0.64  -0.55  -3.17
C  -0.68  2.87  -1.88
H  -2.06  4.49  -1.62
H  -1.48  4.73  8.58
C  -1.52  -1.44  1.81
H  1.97  0.84  0.13
C  0.15  4.21  -4.17
C  0.77  -2.91  -3.65
H  3.26  -1.60  0.79
C  -1.62  2.19  3.28
H  3.51  -3.36  0.91
C  -1.26  3.24  5.48
C  0.44  -4.06  1.53
H  -0.34  -4.19  2.28
H  0.51  2.47  6.49
C  -0.32  -0.41  -4.17
H  6.58  1.93  -3.49
H  -0.75  0.56  -4.36
P  -3.41  -2.19  -0.06
H  1.94  -1.93  -2.15
C  0.21  1.55  4.63
C  1.09  0.50  -0.40
C  -0.12  2.45  5.62
H  1.59  -3.57  4.21
C  -0.19  -2.76  -4.64
H  -2.31  -3.90  -1.34
H  -5.02  -3.75  0.81
H  2.34  -2.69  -0.24
C  -4.71  -1.01  -0.53
H  -2.23  2.05  2.40
H  -3.99  -3.69  -1.87
C  0.33  2.34  -2.67
H  -2.75  -2.52  -2.35
H  -0.52  -3.62  -5.21
C  -0.87  4.74  -3.39
C  -3.09  -3.18  -1.55
P  1.18  0.83  -2.13
C  2.77  -2.57  0.74
H  2.91  -0.08  -4.31
C  2.32  -3.16  3.51
H  -4.89  -0.32  0.29
H  5.59  2.91  -1.45
C  3.48  0.58  -3.68
P  1.45  -2.61  2.01
C  5.56  1.71  -3.22
C  -2.00  3.13  4.27
H  1.20  -3.88  -3.45
C  -0.73  -1.51  -4.90
H  -0.32  3.53  8.07
H  1.04  -4.97  1.47
H  -0.97  2.36  -0.98
O  -2.69  4.85  6.42

3.
Computed, not measured: an isolated molecule of C4HClF2, with wB97M-V/def2-TZVPD.

## Properties
HOMO energy in Ha: -0.3455
E in eV: -22118.7766
Relative energy (zero: lowest compared OMol25 entry of this formula, charge and spin) in kJ/mol: 0.00
F_max in eV/A: 0.96

Geometry (Å):
Cl  2.33  0.00  0.07
C  0.06  0.82  1.15
F  0.72  1.48  2.06
C  -0.85  -1.16  -1.62
C  0.61  0.12  0.17
C  -0.19  -0.57  -0.80
H  -1.44  -1.66  -2.33
F  -1.25  0.97  1.30

4.
Computed, not measured: an isolated molecule of C21H27N3O7, with wB97M-V/def2-TZVPD.

## Properties
HOMO energy in Ha: -0.3096
E in eV: -41021.0571
Relative energy (zero: lowest compared OMol25 entry of this formula, charge and spin) in kJ/mol: 6.27
F_max in eV/A: 0.59

Geometry (Å):
C  -4.23  -1.30  -0.42
H  -0.75  -2.49  -0.55
H  3.63  -2.66  -0.80
H  -3.71  0.56  -2.68
C  -4.71  0.19  1.30
H  4.51  -0.97  -3.19
O  5.54  -0.04  0.06
H  2.82  0.34  3.49
C  0.07  2.15  -0.48
O  1.66  3.37  0.82
O  -5.05  1.22  1.80
H  2.05  0.67  -0.77
C  -4.88  1.03  -1.06
C  -0.11  1.56  -1.72
C  -1.06  2.49  0.27
O  3.89  -0.13  -1.45
H  -3.18  2.44  0.44
C  3.67  1.45  0.31
C  0.24  -1.95  1.28
H  -4.76  -2.91  0.87
H  0.98  -2.76  1.27
C  -4.04  -2.09  0.86
C  -4.28  -1.09  1.99
C  1.41  2.41  0.11
H  -0.89  -0.77  -0.13
H  3.85  2.33  2.28
H  -3.04  -2.53  0.87
H  2.73  -2.44  -2.31
C  -1.38  1.27  -2.18
H  -0.60  -2.23  1.92
C  3.77  1.34  1.85
H  -0.92  2.97  1.22
H  -5.11  1.93  -0.48
H  4.24  -3.35  -2.32
H  0.63  -1.41  -0.76
H  -1.51  0.80  -3.15
H  5.53  -1.33  -1.77
O  2.83  -1.31  1.07
H  1.72  1.33  2.53
H  -3.38  -0.88  2.56
N  -3.76  1.23  -1.92
H  4.16  2.39  0.01
C  -0.23  -1.63  -0.13
C  2.56  0.64  2.47
H  4.69  0.79  2.07
O  -4.06  -1.67  -1.55
C  -2.51  1.55  -1.41
N  -4.64  -0.03  -0.07
C  4.51  -1.23  -2.13
C  3.72  -2.51  -1.87
H  -5.74  0.75  -1.67
C  2.12  -0.59  1.73
O  0.81  -0.80  1.91
H  0.74  1.34  -2.35
C  4.48  0.33  -0.35
H  -5.05  -1.41  2.69
C  -2.33  2.19  -0.18
N  2.31  1.45  -0.18

5.
Computed, not measured: a structure of composition C51H42FI2N5O3S4V in a non-equilibrium geometry, with wB97M-V/def2-TZVPD.

## Properties
HOMO energy (alpha / beta) in Ha: -0.4548 / -0.4518
Total charge: +2
2S+1: 2
E in eV: -155089.6468
F_max in eV/A: 2.62
<S²>: 0.781

Geometry (Å):
C  -5.82  0.61  -0.01
I  -0.48  0.36  -5.28
C  2.77  -0.50  2.05
S  0.41  -2.97  -3.31
H  -5.54  -0.94  3.44
C  -2.27  -0.56  2.76
C  -0.34  -5.64  -3.94
H  6.13  -0.56  2.06
C  -1.18  -6.71  -3.65
C  -1.49  2.86  0.77
C  -4.06  2.25  -1.40
C  -1.43  2.04  1.89
C  4.84  -2.14  2.74
C  2.73  0.92  -3.59
C  2.30  4.15  4.30
O  0.58  -2.42  -4.66
C  2.00  3.30  2.08
H  -4.05  0.28  1.88
O  -2.61  -2.39  -1.20
O  0.57  -2.32  0.09
C  3.53  -2.58  2.91
S  1.51  0.41  -1.27
H  2.94  2.91  -0.83
H  -1.38  1.84  4.04
C  -1.49  4.74  2.26
C  3.49  1.68  -4.46
H  4.42  -4.41  -0.71
H  -0.99  -7.67  -4.12
H  -5.08  3.89  -0.42
H  -4.84  -1.01  -1.01
H  -3.41  -5.23  -1.55
S  -1.29  0.31  1.60
C  4.07  -0.05  1.85
H  4.25  0.94  1.44
C  1.80  2.04  2.63
H  3.34  -3.56  3.32
H  -2.87  -7.44  -2.56
C  -2.56  -5.36  -2.20
C  1.85  1.81  4.00
H  -0.63  -1.52  3.77
H  -1.52  5.81  2.42
H  5.50  -2.38  -1.67
C  3.74  -1.18  -1.45
C  -1.72  -4.29  -2.49
C  2.25  4.36  2.93
C  2.40  -1.13  -1.03
C  -2.55  -2.11  4.55
S  1.49  0.63  1.61
C  -5.85  1.99  0.15
N  1.62  1.18  0.18
H  4.21  -0.30  -1.87
C  -1.51  4.23  0.97
C  2.55  1.39  -2.29
H  -3.40  2.90  -1.96
C  3.10  2.58  -1.84
V  -1.39  -0.60  -1.49
C  -4.47  -1.07  3.50
H  1.45  -2.07  2.69
H  1.93  3.43  1.01
N  -1.57  0.01  0.17
N  0.20  -0.11  2.07
C  -2.26  -6.58  -2.78
C  -4.88  0.07  -0.87
C  -3.93  -1.94  4.45
C  2.47  -1.75  2.57
H  -1.52  2.42  -0.22
C  2.56  -3.43  -0.35
H  5.66  -2.79  3.02
H  -1.44  4.30  4.37
C  -0.63  -4.43  -3.33
H  -2.61  1.02  -3.22
H  2.08  -4.30  0.09
C  -4.99  2.82  -0.54
N  0.14  0.37  -1.81
H  2.50  4.98  4.97
H  -2.14  -2.78  5.29
C  2.10  2.88  4.84
C  -2.98  0.28  -2.52
H  0.49  -5.74  -4.63
H  4.28  4.27  -2.41
H  -0.20  2.86  -6.16
H  0.08  -1.50  0.00
H  -4.58  -2.49  5.11
H  -1.55  4.90  0.12
C  -1.41  2.52  3.19
C  -0.87  2.44  -5.42
I  -0.54  3.56  -3.63
C  -1.80  -2.91  -2.00
C  -1.44  3.89  3.37
C  5.11  -0.89  2.20
C  -3.64  -0.38  2.64
H  -3.40  -0.58  -3.05
H  -1.90  2.59  -5.71
F  -6.75  2.52  1.00
H  1.69  0.81  4.40
H  2.13  2.73  5.91
N  -0.82  -2.11  -2.49
C  -3.98  0.87  -1.57
C  -1.70  -1.41  3.71
H  2.28  -0.01  -3.91
H  3.65  1.34  -5.47
C  4.05  2.89  -4.03
H  4.64  3.48  -4.72
H  2.40  5.35  2.53
C  3.86  -3.48  -0.79
C  3.85  3.34  -2.73
C  1.81  -2.26  -0.45
C  4.47  -2.35  -1.33
H  -6.54  0.00  0.51

6.
Computed, not measured: an isolated molecule of C6H10, with wB97M-V/def2-TZVPD.

## Properties
HOMO energy in Ha: -0.3333
E in eV: -6380.4089
Relative energy (zero: lowest compared OMol25 entry of this formula, charge and spin) in kJ/mol: 332.93
F_max in eV/A: 0.86

Geometry (Å):
C  -1.77  -0.33  0.35
C  -0.59  -0.74  1.09
H  -2.14  -1.12  -0.31
H  -2.53  1.35  -0.78
H  -1.12  1.74  0.22
H  2.27  0.55  -1.05
H  -0.91  0.85  -1.29
C  0.54  -0.81  1.58
H  2.04  -1.76  0.31
H  -2.50  -0.20  1.15
H  3.11  0.43  0.52
C  -1.57  0.98  -0.42
C  1.39  -0.88  0.29
H  0.68  -1.09  -0.54
C  2.13  0.42  0.03
H  1.57  1.29  0.40

7.
Computed, not measured: an isolated molecule of C5H7NO2 in a non-equilibrium geometry, with wB97M-V/def2-TZVPD.

## Properties
HOMO energy in Ha: -0.3124
E in eV: -10881.9732
Relative energy (zero: lowest compared OMol25 entry of this formula, charge and spin) in kJ/mol: 158.64
F_max in eV/A: 4.58

Geometry (Å):
H  0.26  -1.12  1.43
N  1.47  0.98  -0.12
C  -2.10  0.32  0.36
C  0.18  1.35  -0.11
C  0.19  -0.87  0.34
H  -2.10  -0.04  1.40
O  -2.74  -0.72  -0.43
C  1.54  -0.35  0.01
H  0.20  -1.76  -0.20
C  -0.71  0.32  0.08
H  -2.37  -0.77  -1.37
O  2.62  -0.93  -0.13
H  2.33  1.55  -0.14
H  -2.54  1.38  0.45
H  0.18  2.50  -0.36

E of number 5 (C51H42FI2N5O3S4V)?
-155089.6468 eV

What is the F_max in the first record?
15.15 eV/A

The lowest F_max belongs to which entry?
C21H27N3O7

Among the records above, which one has the lowest F_max?
C21H27N3O7